ORCA calculation (ωB97M-V with the def2-TZVPD basis set) on a structure of composition C19H44N4O2P2SiW in a non-equilibrium geometry.

```
! wB97M-V def2-TZVPD RIJCOSX def2/J DEFGRID3
* xyz 2 1
W -0.44464 1.01782 -1.38289
Si 2.02741 0.65642 -1.95097
P -0.85018 0.90870 -3.79182
N -0.75649 -0.80156 -1.07924
H 0.85995 0.30433 -0.53244
C -2.55339 0.89292 -4.51120
H -2.46925 0.99959 -5.61852
H -3.17296 1.71338 -4.11100
H -3.05152 -0.07241 -4.30860
C -0.20041 2.37892 -4.68539
H -0.49434 2.26142 -5.74067
H 0.89407 2.42645 -4.63022
H -0.61975 3.32372 -4.29985
C -0.16732 -0.51049 -4.69919
H -0.37837 -0.33156 -5.75191
H -0.67175 -1.42202 -4.36430
H 0.90696 -0.59826 -4.53989
C 3.34094 1.72017 -1.13339
H 3.04416 1.72437 -0.07606
H 3.37888 2.69745 -1.62790
H 4.28122 1.17412 -1.29372
H 2.84415 -0.45942 -1.51409
H 2.41302 0.78396 -3.35209
C -0.60950 -2.15004 -1.10231
C -1.56213 -4.38349 -1.09995
C -1.70380 -3.02699 -0.88953
C 0.62231 -2.70276 -1.52592
C 0.76777 -4.06432 -1.73589
C -0.32721 -4.90640 -1.50695
H -2.39237 -5.05427 -0.89948
H -2.67543 -2.59948 -0.67892
H 1.44064 -2.03698 -1.80478
H 1.74700 -4.47884 -2.03989
H -0.21083 -5.98297 -1.64048
C -1.66190 3.28913 -1.13257
O -2.56736 3.69457 -1.85703
C -1.82585 2.53969 0.19888
H -1.89638 3.32642 0.98410
H -0.93395 1.95922 0.58330
H -2.72515 1.92298 0.34620
C -0.16701 3.57742 -1.32431
H 0.00175 4.47781 -1.95279
H 0.51347 2.72592 -1.81068
H 0.24339 3.78222 -0.30147
C 1.55186 2.06784 3.31499
N 1.50019 0.63735 3.63130
C 2.85506 0.12686 3.91010
P 0.58402 -0.35497 2.60891
O 1.12691 -0.67374 1.26447
N 0.59904 -1.82584 3.38873
C 0.29724 -3.00640 2.55797
C 0.07986 -1.88783 4.75189
N -0.92073 0.40285 2.62718
C -1.37903 0.94839 3.90777
C -1.98737 -0.40050 1.98185
H 1.97665 2.27899 2.32018
H 2.19942 2.51129 4.07393
H 0.57159 2.54347 3.40286
H 2.80423 -0.93572 4.18003
H 3.54652 0.27712 3.05890
H 3.21337 0.70706 4.76970
H 0.87091 -2.97540 1.61832
H 0.55982 -3.91388 3.11990
H -0.77477 -3.04241 2.29514
H 0.35746 -2.86721 5.17139
H 0.49923 -1.07603 5.37382
H -1.02573 -1.81809 4.74281
H -0.53860 1.24477 4.54329
H -1.96489 1.84615 3.68323
H -2.02499 0.25949 4.47951
H -2.87845 0.22807 1.87493
H -1.64027 -0.69522 0.98180
H -2.29643 -1.30336 2.55090
*
```

Output
Highest occupied orbital energy (spin up / spin down) (eV): -13.6 / -13.6
E (Ha): -2158.48412